The following is a DFT calculation (ωB97M-V with the def2-TZVPD basis set) of a 4-piece molecular cluster, C4H16NO3 overall.

Last columns: bonded neighbours and bond lengths (Å).
CARTESIAN COORDINATES (ANGSTROEM)
1 C -0.01788 -0.55920 0.47843  C2 1.548, N5 1.500, H6 1.125, H7 1.079
2 C 0.85667 -1.72858 -0.03531  C1 1.548, C3 1.474, H8 1.129, H9 1.071
3 C 2.06424 -2.05987 0.74149  C2 1.474, C4 1.338, H10 1.073
4 C 3.11175 -1.22822 0.78691  C3 1.338, H11 1.083, H12 1.073
5 N -1.10343 -0.21714 -0.49868  C1 1.500, H13 1.037, H14 1.018, H15 1.044
6 H -0.39531 -0.95367 1.46232  C1 1.125
7 H 0.45166 0.38719 0.69644  C1 1.079
8 H 0.12227 -2.58468 -0.07232  C2 1.129
9 H 1.16960 -1.46385 -1.02479  C2 1.071
10 H 2.06055 -2.96068 1.32467  C3 1.073
11 H 3.99871 -1.41864 1.37821  C4 1.083
12 H 3.03940 -0.32555 0.21097  C4 1.073
13 H -0.82362 -0.42668 -1.47528  N5 1.037
14 H -1.96433 -0.73656 -0.33674  N5 1.018
15 H -1.28115 0.80220 -0.36314  N5 1.044
16 H -1.45250 3.17471 0.28444  O18 0.937
17 H -2.23634 2.88298 -1.04764  O18 0.954
18 O -1.59656 2.56776 -0.41470  H16 0.937, H17 0.954
19 H -0.89903 2.45932 3.38614  O21 0.945
20 H 0.33855 1.91576 2.76347  O21 0.972
21 O -0.61986 1.98718 2.61617  H19 0.945, H20 0.972
22 H -0.95228 0.56413 -3.73981  O24 0.967
23 H -2.22857 -0.21683 -3.90764  O24 0.976
24 O -1.64254 0.13891 -3.21361  H22 0.967, H23 0.976

As for the charge: +1. The frontier orbital gap comes out at 10.1 eV. The relative energy (zero: lowest compared OMol25 entry of this formula, charge and spin) is 93.08 kJ/mol. The calculation puts the LUMO energy at -2.8 eV.

Results of the Löwdin charge analysis, in e, for atoms 1 through 6: atom 1 (C): -0.157, atom 2 (C): -0.212, atom 3 (C): -0.178, atom 4 (C): 0.036, atom 5 (N): 0.168, atom 6 (H): 0.151



The following is a DFT calculation (ωB97M-V with the def2-TZVPD basis set) of a 3-piece molecular cluster, C3H9N2O2S overall.

Last columns: bonded neighbours and bond lengths (Å).
CARTESIAN COORDINATES (ANGSTROEM)
1 N 1.33830 -1.73916 0.48405  C2 1.476, H8 1.033, H16 1.011
2 C 1.04514 -0.51513 -0.28694  N1 1.476, C3 1.534, H9 1.102, H10 1.102
3 C 0.83692 0.75542 0.54614  C2 1.534, S4 1.762, H11 1.089, H12 1.103
4 S 0.71755 2.14114 -0.53614  C3 1.762
5 C -2.92409 -0.13028 -0.79386  N6 1.340, O7 1.232, H13 1.113
6 N -3.47249 -0.60877 -1.91870  C5 1.340, H14 1.025
7 O -2.11485 -0.72296 -0.07858  C5 1.232
8 H 1.68571 -1.43512 1.40772  N1 1.033
9 H 1.80563 -0.29320 -1.05291  C2 1.102
10 H 0.10547 -0.68012 -0.83841  C2 1.102
11 H 1.64006 0.87574 1.27194  C3 1.089
12 H -0.10475 0.59573 1.09713  C3 1.103
13 H -3.28211 0.85870 -0.43027  C5 1.113
14 H -3.51279 -1.62931 -1.83386  N6 1.025
15 H 3.24526 -1.02425 3.38993  O17 0.974
16 H 2.05520 -2.31259 0.06145  N1 1.011
17 O 2.86055 -0.88490 2.50628  H15 0.974

As for the charge: 0. The frontier orbital gap (alpha / beta) comes out at 5.9 / 6.1 eV. The relative energy (zero: lowest compared OMol25 entry of this formula, charge and spin) is 578.43 kJ/mol. The calculation puts the LUMO energy (alpha / beta) at -2.8 / -2.5 eV. As for the multiplicity: 2. Its expectation value of S² is 1.7735.

Results of the Löwdin charge analysis, in e, for atoms 1 through 6: atom 1 (N): -0.001, atom 2 (C): -0.385, atom 3 (C): -0.687, atom 4 (S): 0.657, atom 5 (C): -0.415, atom 6 (N): 0.206